Molecular formula: C5H10O
Method: DFT, ωB97M-V/def2-TZVPD

Cartesian coordinates (Å):
O -1.67666 0.24136 -2.25353
C -1.07107 1.13538 -1.71732
C 0.48862 -0.38320 0.03261
C 0.80437 0.91788 0.75478
C 1.25637 -0.39418 1.31616
C -0.76255 -1.23448 0.11474
H -1.42240 -1.17693 -0.74934
H -0.10254 1.50003 -2.10444
H -1.42321 1.61802 -0.78671
H 1.05925 -0.50199 -0.89052
H 0.05631 1.49385 1.29969
H 1.58288 1.53302 0.30020
H 2.29133 -0.70466 1.30812
H 0.66614 -0.77584 2.14762
H -1.34066 -1.00280 1.01620
H -0.40619 -2.26546 0.21172

Cartesian forces (eV/Å) of the 3 atoms listed first:
0.18 0.73 -0.05
-0.16 -0.23 -0.21
0.08 -0.24 0.00

The strongest force on any atom is 0.749 eV/A. For the energy relative to the best compared isomer or geometry (same formula, charge and spin), the calculation gives 50.8 kcal/mol. As for the frontier orbital gap: 10.950 eV. Its LUMO energy is 0.911 eV. The HOMO energy is -10.039 eV.